{
  "formula": "C2HFN2OS",
  "method": "the ωB97M-V functional and the def2-TZVPD basis",
  "homo_energy_ha": -0.3649,
  "e_above_lowest_ev": 2.490,
  "total_energy_ev": -20667.0162,
  "gap_ev": 10.1,
  "smiles": "Fc1nonc1S",
  "fmax_ev_per_a": 6.5,
  "species": ["C", "C", "H", "N", "N", "O", "F", "S"],
  "coordinates": [[-0.0601, 0.4328, -0.1538], [0.0877, -0.8156, 0.5961], [-1.0362, 1.9108, 1.2123], [0.5474, 0.1343, -1.2885], [0.6115, -1.8437, -0.0264], [1.0060, -1.2329, -1.2167], [-0.3630, -0.9374, 1.8228], [-0.7515, 1.9157, -0.0833]],
  "atomic_forces_ev_per_a": [[3.145, -5.320, -1.961], [-0.748, -0.609, 0.384], [-0.075, -0.042, 0.389], [0.491, -1.448, 0.411], [0.012, 3.542, -0.306], [-1.180, 1.173, 0.205], [-0.217, -0.091, 0.450], [-1.427, 2.795, 0.429]]
}